# 1
This record from OMol25 describes a molecular structure, C20H39N9O2PS2Ti in a non-equilibrium geometry. The level of theory is the ωB97M-V functional and the def2-TZVPD basis.

The geometry in XYZ format:
```
74
Properties=species:S:1:pos:R:3:lowdin_spin:R:1
N 2.3828 -2.4318 -3.1544 0.00
C -6.5515 -0.0986 -0.8781 0.00
H 2.7270 -1.1695 1.4431 0.00
O -2.4054 -1.7723 -2.5519 0.00
H 0.4192 -1.6291 1.8047 0.00
C -5.2490 0.1121 -1.6027 0.00
C 2.6945 0.9669 -0.4029 0.00
N -0.0821 1.4213 4.1927 0.00
H 2.0609 -0.9111 -4.4970 0.00
H -1.3576 -4.2157 -2.3268 0.00
C -1.3666 3.3129 3.6640 0.00
C 1.7946 -1.3068 -3.5243 0.00
H 5.0813 0.9071 -2.1991 0.00
N 2.6343 -4.1061 -1.5983 0.00
O -4.3087 -0.9082 -1.1340 0.00
H -2.0504 1.5842 0.8415 0.00
C 3.5825 2.4770 -1.9321 0.00
H -1.8320 3.3415 0.7750 0.00
H 0.4510 0.8994 6.1075 0.00
H -4.8162 1.0905 -1.3958 0.00
C -0.4763 2.7186 4.7485 0.00
H 0.8609 2.9349 -2.3296 0.00
H -3.0902 2.6222 1.7951 0.00
N 2.3767 1.8879 -1.3514 0.00
N 4.0238 0.7579 -0.3869 0.00
C 0.5532 0.4850 5.1074 0.00
C -2.0684 2.4984 1.4265 0.00
N -1.1502 2.4157 2.5369 0.00
H 5.7145 -0.4254 -0.3166 0.00
N 1.7630 0.4002 0.3412 0.00
H 0.8038 -2.7164 -0.1984 0.00
H -2.9350 -3.1080 -3.9702 0.00
C 2.1087 -0.2837 1.5903 0.00
H -6.4111 -0.0218 0.1991 0.00
H 0.9664 -0.9282 3.2862 0.00
C 2.0345 -2.9546 -1.9749 0.00
H 3.1920 -4.5859 -2.2861 0.00
H -7.2626 0.6649 -1.1929 0.00
N -0.2025 0.3541 2.0063 0.00
H 4.7817 -0.4728 1.1678 0.00
Ti -0.2578 0.0663 -0.0866 0.93
H -4.1255 -2.9385 -2.6733 0.00
H 0.3651 2.1728 -0.8237 0.01
C 0.7903 -0.6990 2.2491 0.01
H 5.5255 2.1152 -0.9858 0.00
C 1.1829 2.7029 -1.3150 0.01
H 2.6467 0.4050 2.2505 0.00
S -1.9721 0.9103 -1.6665 0.00
N 0.5595 -1.1434 -1.5229 0.01
C -2.4385 -4.2081 -2.1774 0.00
H -2.8448 -5.1315 -2.5902 0.00
H -6.9727 -1.0756 -1.1089 0.00
H 0.4055 3.3289 4.9500 0.00
C 4.7044 -0.4441 0.0840 0.00
H 3.5201 2.4934 -3.0192 0.00
C -0.4466 1.3088 2.8898 0.00
H 2.2899 -4.6410 -0.8212 0.00
H 0.0520 -0.4812 5.1123 0.00
H -1.0836 4.3312 3.4009 0.00
H -2.6486 -4.1920 -1.1091 0.00
H 3.7008 3.5045 -1.5795 0.00
C 4.6932 1.5624 -1.4174 0.00
H -1.0126 2.5704 5.6848 0.00
H 4.2142 -1.3491 -0.2806 0.00
H -5.3551 -0.0097 -2.6803 0.00
H 0.3796 0.2587 -3.0493 0.00
P -2.7534 -0.9097 -1.2801 0.01
C 0.8739 -0.6453 -2.7275 0.00
S -1.9761 -1.6491 0.4120 0.01
H -2.4220 3.3130 3.9480 0.00
C 1.1071 -2.2964 -1.1496 0.00
H 1.3498 3.6364 -0.7696 0.00
H 1.6206 0.3621 4.9166 0.00
C -3.0632 -3.0352 -2.8936 0.00
```

Properties
Spin multiplicity   2
⟨S²⟩   0.753
Net charge   +2
HOMO level (spin up / spin down)   -0.5004 / -0.5162 Ha
E_LUMO (spin up / spin down)   -6.064 / -5.872 eV

=====

# 2
This record from OMol25 describes a single C5H9NOS molecule in a non-equilibrium geometry. The level of theory is the ωB97M-V functional and the def2-TZVPD basis.

The geometry in XYZ format:
```
17
Properties=species:S:1:pos:R:3:lowdin_charge:R:1
O 0.0668 -0.2566 -0.5473 -0.06
C 2.2512 0.5173 -1.0840 0.08
N -2.6300 -0.9392 0.1844 0.02
H -2.9185 1.0385 -0.2284 0.09
H 1.5981 -1.6010 1.2082 0.09
C -2.2768 0.2326 -0.5390 -0.29
C 1.4136 -0.0237 -0.1847 -0.42
C -0.8317 0.6844 -0.2297 -0.79
H -2.0186 -1.6621 -0.0858 0.05
H 2.0168 0.6900 -2.1388 0.07
H 3.3343 0.6557 -0.8466 0.08
H -2.4599 -0.7887 1.1597 0.07
H 2.7668 -0.2485 1.4976 0.09
S -0.5669 2.1613 0.4090 0.75
C 1.7364 -0.5026 1.2196 -0.02
H -2.4188 0.1057 -1.6064 0.12
H 0.9372 -0.0632 1.8122 0.06
```

Properties
Structure (SMILES)   C=C(C)OC(=S)CN
Net charge   0
HOMO level   -0.3175 Ha
E_LUMO   0.464 eV

=====

# 3
This record from OMol25 describes 2 unconnected molecules or ions with the total composition C3H6NOS2 in a non-equilibrium geometry. The level of theory is the ωB97M-V functional and the def2-TZVPD basis.

The geometry in XYZ format:
```
13
Properties=species:S:1:pos:R:3:lowdin_charge:R:1
H 2.3414 0.4298 1.3953 0.16
H -2.7493 0.0480 -1.2307 -0.05
O 0.7548 1.6367 1.0858 -0.10
H 2.4013 -1.7850 0.8482 0.03
N 1.6703 0.6358 0.5835 -0.08
C 1.0283 -0.4189 0.0769 -0.28
H -0.1419 1.4920 0.8009 -0.03
H 1.2059 -2.5646 -0.3805 0.06
C -2.6513 0.7380 -0.3777 -1.41
S -3.0947 0.1536 1.0998 0.34
S -1.9771 2.2329 -0.8857 0.31
C 1.5437 -1.6490 0.1995 -0.03
H 0.1499 -0.1243 -0.4738 0.09
```

Properties
Net charge   -1
HOMO level   -0.1438 Ha
E_LUMO   3.636 eV

=====

# 4
This record from OMol25 describes a single C3H7N5 molecule in a non-equilibrium geometry. The level of theory is the ωB97M-V functional and the def2-TZVPD basis.

The geometry in XYZ format:
```
15
Properties=species:S:1:pos:R:3:lowdin_charge:R:1
H -0.9695 1.9699 -0.5487 0.24
N -0.5249 0.9431 -0.2246 -0.04
N 1.6180 1.3735 0.4547 0.00
H 0.7748 1.1380 1.2519 0.15
C -1.2048 -0.1599 0.0357 -0.46
N 0.8113 0.5145 -0.5468 -0.11
N -2.6728 0.0333 -0.0981 0.07
H -0.7407 -2.3597 0.8212 0.18
H 2.6890 -0.5278 -0.0801 0.08
C -0.5177 -1.2748 0.2409 0.00
C 0.8168 -0.8453 -0.1328 -0.53
H -3.0600 0.9033 0.5610 0.16
H -3.0567 -0.7498 0.3899 0.04
N 1.9491 -1.3226 -0.0943 0.11
H 1.5323 2.5138 0.3062 0.12
```

Properties
Structure (SMILES)   [H]/N=c1/cc(N)[nH]n1N
Net charge   0
HOMO level   -0.2957 Ha
E_LUMO   0.405 eV

=====

# 5
This record from OMol25 describes 10 unconnected molecules or ions with the total composition C6H28N2O9 in a non-equilibrium geometry. The level of theory is the ωB97M-V functional and the def2-TZVPD basis.

The geometry in XYZ format:
```
45
Properties=species:S:1:pos:R:3:lowdin_charge:R:1
H 0.0423 4.1471 0.1652 0.00
H -2.3972 -0.7745 0.1217 0.10
O 2.2860 -1.4232 1.9183 -0.04
H 2.0684 -0.4862 1.8779 0.04
H -0.9219 1.6816 2.5393 0.02
N 1.7086 -0.0063 -1.2206 0.02
C -1.5851 1.1995 -0.0739 -0.17
H -1.5912 2.1283 0.3745 0.06
C 2.1059 0.7662 -0.1331 -0.13
H -2.3973 -1.2952 -2.2729 -0.08
O 2.9479 -2.2922 -0.5106 -0.08
C 0.9690 1.3087 0.4338 -0.07
H -0.6065 3.7066 1.4632 -0.05
H -0.0324 3.5765 -2.1437 0.07
H 2.3308 -0.6325 -1.7241 0.13
H -0.6610 -2.8078 -1.7979 0.02
O -0.6570 4.3971 0.7919 -0.09
H 3.1211 0.9410 0.1223 0.12
H -0.8723 -2.7373 -3.3405 0.02
C -0.1551 0.8485 -0.3234 -0.25
H -0.0495 -2.8924 0.8383 0.04
C 0.3196 0.0318 -1.3445 -0.04
N -1.5750 -0.0752 2.0550 0.01
H -0.7205 -0.5790 1.8371 0.04
O -2.9278 -0.5589 -2.2375 -0.04
H 1.4159 -1.8684 1.9388 0.01
H -3.3352 0.4814 1.0322 0.12
O -0.7390 2.6161 2.8309 -0.06
H 1.3720 -2.9519 -0.7387 0.01
O 0.8665 3.5706 -1.7581 -0.06
H -1.5600 2.9347 3.0999 0.02
H -2.1132 -0.6472 2.6496 0.06
H 3.7083 -2.7505 -0.3985 0.00
O 0.5129 -3.3856 -0.7042 -0.07
O -0.1066 -2.6516 1.8073 -0.07
H -2.1105 1.2702 -1.1073 0.14
H -0.1787 -0.4583 -2.1117 0.09
C -2.3060 0.1550 0.7532 -0.22
H -0.2753 -3.4456 2.3363 0.08
H 1.1076 2.6565 -1.5190 0.01
H 2.7902 -1.8925 0.4606 0.07
H -3.7705 -0.9149 -2.5968 0.07
H 0.9434 1.9765 1.2696 0.10
H 0.6697 -4.3577 -0.8867 0.13
O -1.3081 -2.6841 -2.5384 -0.04
```

Properties
Structure (SMILES)   NCCc1cc[nH]c1.O.O.O.O.O.O.O.O.O
Net charge   0
HOMO level   -0.3105 Ha
E_LUMO   -0.161 eV

=====

Asked for relative energy (zero: lowest compared OMol25 entry of this formula, charge and spin) across the records above, the calculation gives 0.0 42.7 14.7 132.4 0.0 kcal/mol in order.